1.
{
  "formula": "C3H4ClFS",
  "method": "wB97M-V/def2-TZVPD",
  "species": ["C", "H", "Cl", "H", "C", "H", "H", "S", "F", "C"],
  "coordinates": [[-1.51554, -0.13399, -0.55665], [1.59795, 0.28726, 1.74754], [-3.05327, -0.33152, 0.07320], [-1.10001, -2.05063, -0.17013], [1.52313, 0.61370, 0.65655], [0.43281, 1.32647, 0.42937], [2.54077, 1.10969, -0.01380], [1.22108, -0.78148, -0.59186], [-1.15630, 0.95086, -1.18129], [-0.49062, -0.99036, -0.39293]],
  "smiles": "CS/C=C(\\F)Cl",
  "e_above_lowest_kcal_mol": 70.3,
  "homo_lumo_gap_ev": 9.14
}



2.
{
  "formula": "C6H10O",
  "method": "wB97M-V/def2-TZVPD",
  "species": ["H", "H", "H", "H", "H", "C", "H", "C", "H", "C", "C", "O", "H", "C", "C", "H", "H"],
  "coordinates": [[-1.31389, 0.55584, -2.02258], [-1.40088, -0.09618, 2.75876], [0.65148, 2.59691, -0.67703], [2.11080, -0.67112, 0.53700], [-2.37578, -0.25075, 0.31168], [-0.39055, 0.72548, -1.49168], [-1.17194, -1.59983, 1.70442], [1.03715, -0.65931, 0.30507], [1.54680, -0.60027, -2.62649], [0.88052, 0.17362, -0.96754], [-0.81396, -0.61715, 2.00629], [1.91715, -0.13855, -1.86813], [-2.67851, -0.14690, -0.36204], [0.42059, 1.58128, -0.94779], [0.25674, -0.06895, 1.43959], [0.74599, -1.70501, 0.13796], [0.57831, 0.92089, 1.76249]],
  "smiles": "C=CCC1(O)C=C1.[H][H]",
  "e_above_lowest_kcal_mol": 89.7,
  "homo_lumo_gap_ev": 10.66
}



3.
{
  "formula": "C3H4N2O2S",
  "method": "wB97M-V/def2-TZVPD",
  "species": ["C", "H", "H", "N", "N", "H", "C", "O", "S", "C", "O", "H"],
  "coordinates": [[-0.28192, -0.65649, -0.21847], [-0.39198, 1.73605, -1.91180], [-0.61054, -2.59149, -0.57729], [-0.84463, -1.67938, -0.94051], [0.52888, 1.14404, 0.71545], [0.98820, 2.02026, 0.86546], [0.30520, 0.29229, 1.72471], [0.38725, 1.17655, -1.70959], [0.56341, 0.44960, 3.33922], [0.19178, 0.56159, -0.51969], [-0.22373, -0.82944, 1.14654], [-0.61191, -1.62360, -1.91402]],
  "smiles": "Nc1oc(=S)[nH]c1O",
  "e_above_lowest_kcal_mol": 26.3,
  "homo_lumo_gap_ev": 7.87
}



4.
{
  "formula": "C47H55N11",
  "method": "wB97M-V/def2-TZVPD",
  "species": ["N", "C", "N", "C", "C", "H", "C", "H", "H", "N", "C", "C", "H", "C", "H", "H", "H", "C", "H", "H", "N", "H", "H", "C", "H", "C", "H", "C", "H", "H", "C", "H", "C", "H", "C", "H", "H", "C", "N", "C", "H", "C", "C", "H", "C", "H", "C", "N", "H", "C", "N", "H", "C", "H", "H", "C", "N", "C", "C", "H", "C", "H", "H", "H", "C", "C", "H", "H", "H", "C", "H", "H", "H", "C", "H", "C", "H", "N", "N", "H", "C", "H", "H", "H", "C", "C", "C", "H", "C", "N", "H", "C", "C", "C", "H", "H", "C", "C", "C", "C", "H", "C", "H", "C", "C", "H", "H", "H", "H", "H", "H", "C", "H"],
  "coordinates": [[-3.89149, -2.21206, -2.44658], [-3.99043, 3.97281, -1.50885], [-4.05517, 5.48690, 0.07922], [1.72277, -4.26687, 5.66049], [-4.02709, 2.08480, 3.87893], [2.83772, -4.92468, -3.17233], [1.12713, -3.31215, 3.57498], [-0.61726, -1.87458, -1.41957], [-7.06354, 0.96108, 4.24122], [0.30656, -3.80905, -4.96578], [3.17140, -4.74661, -2.15408], [-5.61472, 2.15706, 5.47194], [-5.17311, 5.16419, -2.94975], [0.55857, 4.40972, 2.42574], [-1.89221, 0.25347, -1.85235], [4.44617, 4.18478, -1.07849], [4.17961, 1.48804, 6.27849], [4.40982, -5.24671, -1.78412], [-2.13075, -3.14796, -3.13511], [0.62375, -3.26812, 2.61656], [0.00185, -0.31283, 1.48729], [-3.19002, 2.05978, 3.20026], [0.25887, -5.13472, 4.37999], [-0.54496, 4.00281, 3.23698], [-2.16723, -1.05758, -4.94331], [0.23340, -4.56243, -6.10899], [4.29286, -4.11808, 1.40532], [-1.33675, 0.11661, -0.93143], [-4.07331, -2.85066, -1.69310], [-5.04510, 7.06919, -0.99041], [-3.65050, 4.22509, -0.20174], [-6.13537, 2.45381, 6.36713], [-4.66749, 5.12721, -1.99901], [-1.75900, 6.35410, 1.47263], [0.94738, -4.30990, 4.50444], [-3.75078, 3.08776, -2.07560], [2.89552, 1.03580, -5.94848], [-2.87887, -1.27153, -4.16197], [2.39379, 0.34760, -5.41590], [-0.70736, 0.79330, 1.28116], [3.59741, -1.66961, 5.20279], [0.08695, -5.87422, -5.74966], [3.43929, 1.05310, 3.07307], [-2.01018, 1.91298, -0.01036], [2.06001, -2.31330, 3.83457], [1.71478, 1.54083, 5.69371], [-6.10159, 1.40146, 4.43695], [-5.14099, 1.40139, 3.46078], [1.39098, 1.16729, -0.68704], [3.57992, 2.73933, -2.48765], [2.44513, 1.50008, 5.00533], [-3.04454, 3.66787, 0.49096], [-3.96012, -0.43863, -3.76480], [3.97475, -0.82709, -4.53559], [2.25173, 1.17390, -3.04181], [3.73396, 3.41056, -1.30704], [2.51956, 1.88013, -2.37768], [1.04744, 0.45320, -5.14437], [-0.09089, -5.90031, -4.32879], [3.55380, 0.91248, 2.01010], [-4.69341, 6.05296, -0.99079], [-0.75699, 1.49093, 2.10969], [2.09721, -1.91315, -3.09844], [-0.22880, -0.59742, -3.72160], [0.72401, -0.49201, -4.21552], [4.42310, 1.07324, 4.11094], [0.44911, 1.22540, -5.59660], [-4.24556, 0.48668, -4.23560], [-0.50900, 3.16364, 3.91169], [2.85007, -3.82454, -0.11284], [-2.60763, 4.85197, 3.27735], [-5.49538, -0.80932, -2.21003], [0.41291, -4.09794, -7.06454], [2.22000, 1.21201, 3.68349], [5.03711, -5.82045, -2.45395], [2.91842, -0.63629, -4.63166], [5.45789, 0.87320, 3.88747], [2.38970, -4.04816, -1.33734], [2.66634, -3.36656, 5.89046], [0.59238, 5.98062, 0.82584], [-0.64847, -1.06915, -0.69808], [0.01857, -4.19894, -2.89938], [4.09809, 2.85951, -3.42545], [-5.19448, 0.90304, 2.59068], [0.13758, 5.43154, 1.63207], [1.91491, -1.23014, -3.91465], [2.09582, 1.88691, -1.06928], [-0.06564, -6.68961, -6.43699], [2.83547, -2.40985, 4.98087], [-1.17787, 5.69219, 1.95247], [-3.68036, 3.16913, 5.77958], [2.78097, 2.85804, -0.39736], [-1.57925, 4.84656, 2.94938], [-1.38462, 1.03802, 0.09951], [0.42865, -2.81206, -4.89676], [2.17591, -3.38519, 0.61533], [-2.80103, -2.32074, -3.29001], [0.04179, -4.61350, -3.89521], [-4.57903, -1.06922, -2.71139], [3.78460, 1.35598, 5.28682], [0.56025, -2.13078, 0.66682], [4.06320, -4.30019, 0.36348], [1.20308, 1.20018, 3.33136], [4.86413, -5.03981, -0.49198], [-0.02418, -1.22810, 0.52304], [5.74803, -5.51587, -0.08649], [1.59537, -5.03468, 6.41771], [-0.23594, -6.76863, -3.70842], [2.26895, -1.54663, 3.10118], [1.55808, 4.02067, 2.53596], [-3.87074, 6.02365, 0.90665], [-4.30471, 2.58407, 5.12503], [2.57931, 3.08797, 0.63624]],
  "smiles": "c1cc[nH]c1.c1cc[nH]c1.c1cc[nH]c1.c1cc[nH]c1.c1cc[nH]c1.c1cc[nH]c1.c1cc[nH]c1.c1cc[nH]c1.c1ccncc1.c1ccncc1.c1ccncc1",
  "e_above_lowest_kcal_mol": 28.2,
  "homo_lumo_gap_ev": 8.38
}



5.
{
  "formula": "C4H6O2",
  "method": "wB97M-V/def2-TZVPD",
  "species": ["O", "H", "C", "O", "H", "C", "C", "H", "C", "H", "H", "H"],
  "coordinates": [[-1.19592, 0.68260, 0.73791], [0.68150, -0.37081, -1.55703], [-0.21464, 1.30985, -0.12316], [2.34657, -1.41960, 0.57784], [0.52240, 1.87522, 0.43855], [0.34536, -0.07915, -0.55007], [1.36507, -0.73053, 0.63484], [-1.11356, -0.35620, -1.06151], [-0.93158, -0.54396, 0.09786], [0.44747, -0.90894, 1.34718], [-1.53277, -1.42287, 0.31470], [-0.71988, 1.96440, -0.85711]],
  "e_above_lowest_kcal_mol": 122.0,
  "homo_lumo_gap_ev": 9.65
}



6.
{
  "formula": "C8H8N2O2P2",
  "method": "wB97M-V/def2-TZVPD",
  "species": ["N", "H", "H", "H", "N", "H", "C", "O", "H", "O", "P", "P", "C", "C", "C", "C", "H", "H", "H", "C", "C", "C"],
  "coordinates": [[0.19765, 0.77739, -2.51432], [0.52626, -5.40014, -0.24703], [-2.24928, 1.98240, -1.04470], [2.27872, 2.97168, 1.19832], [-0.27226, -0.11025, 0.22228], [0.32116, 3.99215, 1.82658], [1.37205, 2.76641, 0.61134], [1.49971, 1.78223, -0.25854], [-1.92392, 3.83390, 0.52395], [0.61556, -1.79873, -0.99183], [0.08883, 1.06543, -0.96164], [1.21036, -3.21225, -1.36701], [-0.07375, -1.35899, 0.05744], [-1.01060, 3.18398, 0.28885], [0.18047, 3.33440, 1.02245], [0.48787, -4.28194, -0.14576], [-0.97443, -4.34329, 1.61002], [-1.16536, -1.85306, 1.76531], [1.11784, 0.39428, -2.82763], [-0.40350, -3.67968, 0.87375], [-0.58181, -2.34425, 1.01989], [-1.24157, 2.29834, -0.66172]],
  "smiles": "N=[P@]1(/N=c2/cccpo2)C=CC=CO1",
  "e_above_lowest_kcal_mol": 0.0,
  "homo_lumo_gap_ev": 7.11
}



| no. | highest occupied orbital energy (Ha) |
| --- | --- |
| 1 | -0.3135 |
| 2 | -0.3529 |
| 3 | -0.2817 |
| 4 | -0.2934 |
| 5 | -0.3230 |
| 6 | -0.2974 |